# C43H125N7O22

A cluster of 16 separate species, C43H125N7O22 in total at a distorted geometry (the ωB97M-V functional and the def2-TZVPD basis, the OMol25 dataset).

Summary:
* strongest force on any atom: 0.0566 Eh/bohr
* energy relative to the best compared isomer or geometry (same formula, charge and spin): 202.44 kcal/mol
* LUMO level: -0.02 eV
* frontier orbital gap: 8.9 eV

```
! RIJCOSX wB97M-V def2-TZVPD def2/J DEFGRID3
* xyz 0 1
O 3.310 0.664 -8.764
O 0.191 -5.000 -7.825
O -7.544 0.872 5.658
O 1.003 5.232 9.220
O -5.364 -3.127 6.781
O 10.632 3.008 -1.112
O -4.692 1.459 5.083
O -7.046 6.092 -2.540
O 0.010 8.205 -0.242
O 7.055 -2.337 -3.832
O -0.934 11.109 0.637
O 1.551 2.711 -0.522
O 3.848 -7.165 -0.157
O 7.093 2.863 2.116
O 5.888 7.576 1.794
O -3.239 -8.827 0.234
O -7.477 -2.400 8.980
O 0.865 1.642 -7.063
O -4.722 4.282 -1.690
O -7.719 -2.001 -0.617
O -4.252 1.004 -7.320
O 6.985 -2.877 -6.844
N 6.468 -4.763 0.650
N 6.336 10.001 -0.857
N -0.824 2.298 1.096
N -0.634 1.925 8.797
N 2.059 -2.720 -5.764
N -3.983 -10.092 -3.113
N -8.618 -3.298 2.729
C -3.166 -8.798 -1.171
C -0.011 4.287 8.842
C 3.180 1.873 -8.011
C -0.554 8.751 1.007
C -3.875 -10.073 -1.635
C -7.086 4.695 -2.234
C 1.179 -3.826 -6.014
C -5.757 2.375 4.842
C -0.759 -0.115 0.575
C -5.330 -3.426 8.164
C 10.371 2.178 -2.158
C 5.164 -5.445 0.760
C 4.917 -6.329 -0.428
C -6.857 2.103 5.894
C -10.116 -3.199 0.888
C 3.482 -7.875 -1.308
C -0.106 10.182 1.300
C 0.072 1.252 0.637
C 0.611 1.672 -0.749
C -6.060 4.397 -1.174
C -7.135 -3.094 -1.341
C 0.486 2.849 8.807
C 1.756 2.338 -7.849
C 0.675 -3.725 -7.471
C -6.767 -3.649 8.750
C 4.748 7.132 2.564
C -7.760 -2.087 0.766
C 5.594 8.425 0.755
C 8.042 9.140 0.648
C 8.161 -2.762 -6.042
C -8.614 -3.270 1.319
C 1.354 5.132 10.653
C 6.591 1.780 2.792
C 7.967 -3.074 -4.565
C -4.288 0.130 -6.243
C -0.358 -4.921 -9.153
C -3.243 -11.313 -1.223
C 1.372 2.503 7.624
C -2.881 -7.581 0.804
C 4.050 -4.365 0.864
C 2.514 2.748 -1.616
C 0.172 -3.811 -4.878
C 6.775 8.829 -0.146
H 1.516 -1.940 -6.106
H 10.335 1.140 -1.827
H 5.088 6.528 3.405
H -6.141 -3.303 -0.944
H -7.089 -2.911 -2.414
H 11.162 2.271 -2.903
H 6.319 -4.099 -0.096
H -8.028 4.562 -1.701
H -3.499 -6.719 0.551
H 6.203 -2.444 -4.262
H -1.477 2.530 0.361
H -1.180 -4.214 -9.264
H 1.423 -3.395 -8.192
H 4.869 -5.765 -1.359
H -7.345 0.334 6.428
H -1.153 -0.419 1.545
H 3.088 -4.873 0.799
H -3.673 0.478 -5.414
H 0.881 2.241 6.687
H 4.802 8.083 0.088
H -7.680 -4.005 -1.094
H -0.929 4.380 9.421
H -7.067 4.031 -3.098
H -0.029 1.675 -7.410
H -0.129 -2.989 -7.494
H 8.449 -1.718 -6.165
H 0.965 1.091 1.242
H -6.068 5.269 -0.521
H -4.539 5.081 -2.190
H 1.831 3.307 -7.355
H -5.029 -2.228 6.752
H -10.725 -3.968 1.362
H 5.215 9.306 1.272
H -1.804 -7.426 0.741
H -8.151 -2.522 9.653
H -10.265 -3.387 -0.175
H -0.408 0.943 8.857
H 8.888 9.232 -0.033
H 4.267 8.013 2.989
H 1.998 2.951 -2.555
H -0.345 3.183 1.178
H 2.630 -8.510 -1.061
H 9.927 2.894 -0.471
H 3.960 0.071 -8.380
H 6.069 1.044 2.180
H 6.826 -3.823 -6.875
H -3.889 -0.865 -6.437
H -4.906 -10.021 -1.285
H -10.545 -2.257 1.230
H -3.039 -7.820 1.855
H 3.689 1.805 -7.050
H 0.936 10.384 1.049
H -7.553 2.938 5.814
H -6.179 6.245 -2.922
H 4.174 -8.638 -1.664
H 4.207 -3.598 0.106
H -0.609 -4.566 -4.962
H -3.100 -10.244 -3.580
H 7.214 -5.347 0.298
H 4.087 -3.855 1.827
H 8.263 8.353 1.369
H -5.340 3.381 4.889
H -7.445 -4.256 8.149
H 3.940 6.586 2.077
H -0.408 -2.888 -4.862
H -0.178 1.968 -1.441
H -0.203 10.380 2.367
H -5.286 0.080 -5.808
H -6.517 2.195 6.925
H 2.770 -2.897 -6.459
H 0.405 7.355 -0.034
H -9.016 -2.454 3.118
H 2.216 5.727 10.955
H -6.191 2.177 3.862
H 1.104 0.758 -1.077
H 8.972 -3.401 -6.390
H -6.751 -2.021 1.174
H 7.101 8.076 -0.863
H 1.794 4.171 10.919
H -2.133 -8.722 -1.511
H 8.971 -3.079 -4.140
H -3.674 -8.000 -1.712
H 3.129 -7.340 -2.189
H 3.710 2.598 -8.630
H 6.317 10.789 -0.226
H 7.887 10.064 1.204
H -6.194 3.448 -0.654
H -4.116 1.729 4.364
H -1.644 8.764 1.015
H -1.581 -0.095 -0.141
H -0.357 8.145 1.891
H 3.198 3.579 -1.443
H -8.175 -1.167 1.176
H -4.537 -10.898 -3.364
H 5.144 -6.079 1.647
H 0.455 -4.744 -9.857
H 9.429 2.360 -2.675
H 1.771 -4.740 -5.979
H 1.997 1.648 7.885
H -0.428 4.571 7.876
H 1.231 2.685 -8.739
H -6.644 -4.180 9.694
H -8.229 -4.251 1.038
H -0.925 2.114 7.848
H 0.563 -4.083 -3.898
H 6.404 3.510 1.948
H 5.742 -7.013 -0.627
H 7.770 -4.114 -4.306
H 0.967 2.715 9.775
H 3.159 1.877 -1.728
H -2.193 -11.379 -1.509
H 7.434 1.231 3.212
H -7.673 -3.212 3.072
H -4.695 0.585 -8.061
H 5.347 9.799 -0.897
H -4.852 -2.592 8.680
H 2.062 3.320 7.412
H 6.062 2.022 3.713
H -0.747 -5.925 -9.328
H -1.146 11.785 1.285
H 0.545 5.345 11.353
H -3.794 -12.180 -1.587
H -0.117 -0.948 0.289
H -3.151 -11.426 -0.143
H -4.719 -4.318 8.307
*
```